Record 1
Formula: C6H7N3O3S
Source: the OMol25 dataset
Level of theory: the ωB97M-V functional and the def2-TZVPD basis

Cartesian coordinates (Å):
1 C -1.832 -0.060 -1.598
2 C -1.005 -0.788 -2.398
3 C -1.467 0.620 -0.459
4 C 0.390 -0.766 -2.157
5 C -0.114 0.600 -0.243
6 C 0.764 -0.173 -0.982
7 N 1.970 0.811 0.651
8 N 0.622 1.144 0.808
9 N 0.543 -1.062 2.419
10 O 0.621 1.280 3.425
11 O -1.403 0.610 2.209
12 O 2.006 -0.123 -0.448
13 S -0.001 0.527 2.337
14 H -2.797 -0.022 -1.924
15 H -1.290 -1.313 -3.225
16 H -2.030 1.318 0.107
17 H 1.088 -1.365 -2.835
18 H 2.530 1.762 0.357
19 H 1.483 -1.250 2.100
20 H -0.077 -1.751 1.856

Its SMILES is NS(=O)(=O)N1NOc2ccccc21. The calculation puts the molar mass at 201.21 g mol⁻¹. The value obtained for the energy above the lowest of the compared OMol25 structures with the same formula, charge and spin is 20.8 kcal per mole. The spin multiplicity is 1. The value obtained for the HOMO energy is -8.57 eV. For the HOMO-LUMO gap, the calculation gives 9.0789 eV. The calculation puts the LUMO energy at 0.51 eV.



Record 2
Formula: CH6N4O2
Source: the OMol25 dataset
Level of theory: the ωB97M-V functional and the def2-TZVPD basis

Cartesian coordinates (Å):
1 C -0.164 -0.605 -0.116
2 N -0.835 -1.337 -1.296
3 N 0.993 0.125 -0.494
4 N -1.276 0.351 0.295
5 N 1.625 0.795 0.640
6 O -0.961 1.022 1.364
7 O -0.137 -1.624 -2.241
8 H 0.033 -1.397 0.566
9 H 1.698 -0.369 -0.951
10 H -2.162 -0.435 0.492
11 H 1.656 1.790 0.636
12 H 1.169 0.601 1.489
13 H -1.639 1.083 -0.383

Its SMILES is NN[C@H](N=O)[NH2+][O-]. The calculation puts the molar mass at 106.08 g mol⁻¹. The value obtained for the energy above the lowest of the compared OMol25 structures with the same formula, charge and spin is 149.5 kcal per mole. The spin multiplicity is 1. The value obtained for the HOMO energy is -8.53 eV. For the HOMO-LUMO gap, the calculation gives 7.6114 eV. The calculation puts the LUMO energy at -0.92 eV.



Record 3
Formula: C4H2O3S
Source: the OMol25 dataset
Level of theory: the ωB97M-V functional and the def2-TZVPD basis

Cartesian coordinates (Å):
1 C -1.003 0.244 1.999
2 C -0.355 0.137 0.636
3 C 0.127 0.029 -0.415
4 C 0.847 0.328 -1.637
5 H -1.820 -1.829 1.824
6 H 1.913 -0.423 -3.098
7 O -1.574 -0.912 2.483
8 O -0.848 1.343 2.560
9 O 1.465 -0.707 -2.243
10 S 1.248 1.790 -2.109

Its SMILES is O=C(O)C#CC(O)=S. The calculation puts the molar mass at 130.12 g mol⁻¹. The value obtained for the energy above the lowest of the compared OMol25 structures with the same formula, charge and spin is 29.2 kcal per mole. The spin multiplicity is 1. The value obtained for the HOMO energy is -9.40 eV. For the HOMO-LUMO gap, the calculation gives 8.4082 eV. The calculation puts the LUMO energy at -0.99 eV.



Record 4
Formula: C40H53BF12N5O32S
Source: the OMol25 dataset
Level of theory: the ωB97M-V functional and the def2-TZVPD basis

Cartesian coordinates (Å):
1 C 1.967 2.266 -3.145
2 C 2.549 2.018 -1.722
3 N 3.995 2.354 -1.782
4 N 4.781 1.358 -1.170
5 C 4.989 1.450 0.114
6 N 5.774 0.561 0.837
7 C 5.904 1.183 2.189
8 C 6.379 0.266 3.312
9 C 7.589 -0.546 2.882
10 C 7.977 -1.763 3.745
11 N 8.262 -0.230 1.869
12 C 4.494 1.837 2.320
13 O 3.409 0.941 2.241
14 C 2.728 0.744 3.480
15 C 1.885 -0.561 3.329
16 C 2.818 -1.819 3.399
17 O 1.252 -0.559 2.042
18 B 4.400 3.122 3.305
19 C 4.896 2.983 4.816
20 O 3.888 4.324 2.908
21 N 4.461 2.441 0.937
22 S 5.424 0.140 -2.227
23 O 4.430 -0.069 -3.223
24 O 6.613 0.597 -2.851
25 C 5.669 -1.518 -1.407
26 F 5.754 -2.393 -2.350
27 F 6.863 -1.484 -0.825
28 F 4.778 -1.805 -0.513
29 H 2.524 1.686 -3.894
30 H 0.897 2.032 -3.156
31 H 2.100 3.330 -3.400
32 H 2.079 2.772 -1.072
33 H 2.336 1.018 -1.335
34 H 4.303 2.442 -2.750
35 H 6.719 0.655 0.436
36 H 6.642 1.987 2.019
37 H 5.587 -0.421 3.641
38 H 6.674 0.896 4.165
39 H 7.248 -2.575 3.642
40 H 8.054 -1.400 4.784
41 H 8.986 -2.082 3.456
42 H 9.030 -0.879 1.707
43 H 3.407 0.577 4.328
44 H 1.994 1.545 3.694
45 H 1.088 -0.617 4.084
46 H 2.396 -2.577 4.072
47 H 2.966 -2.233 2.397
48 H 3.765 -1.489 3.849
49 H 0.325 -0.802 2.169
50 H 4.193 3.447 5.532
51 H 4.985 1.937 5.143
52 H 5.880 3.470 4.939
53 H 3.371 4.710 3.630
54 H 4.965 3.322 0.849
55 C -1.587 -1.325 -1.306
56 C -0.830 -0.069 -1.011
57 O -1.474 0.892 -1.823
58 C -2.763 0.468 -1.955
59 O -3.652 1.151 -2.351
60 O -2.903 -0.825 -1.575
61 F 0.463 -0.175 -1.399
62 H -1.212 -1.845 -2.189
63 H -1.586 -2.007 -0.463
64 H -0.873 0.246 0.034
65 C -2.961 -0.317 -5.674
66 C -2.603 -0.254 -7.133
67 O -1.453 0.582 -7.132
68 C -0.848 0.400 -5.930
69 O 0.271 0.730 -5.690
70 O -1.675 -0.211 -5.047
71 F -3.576 0.342 -7.855
72 H -3.587 0.521 -5.361
73 H -3.457 -1.246 -5.401
74 H -2.353 -1.218 -7.582
75 C -4.221 4.064 -4.073
76 C -3.464 5.327 -3.767
77 O -4.104 6.281 -4.592
78 C -5.392 5.858 -4.740
79 O -6.274 6.540 -5.144
80 O -5.532 4.557 -4.357
81 F -2.163 5.228 -4.139
82 H -3.832 3.544 -4.950
83 H -4.236 3.373 -3.233
84 H -3.521 5.647 -2.725
85 C -2.135 -4.332 3.828
86 C -1.995 -2.855 4.067
87 O -1.790 -2.351 2.758
88 C -2.437 -3.209 1.916
89 O -2.699 -2.955 0.783
90 O -2.740 -4.369 2.528
91 F -0.895 -2.575 4.819
92 H -1.170 -4.843 3.793
93 H -2.764 -4.819 4.569
94 H -2.870 -2.376 4.511
95 C -7.993 4.180 -6.334
96 C -9.435 3.770 -6.440
97 O -9.345 2.417 -6.851
98 C -8.167 1.943 -6.347
99 O -7.885 0.794 -6.265
100 O -7.358 2.960 -5.946
101 F -10.083 4.477 -7.397
102 H -7.583 4.514 -7.289
103 H -7.832 4.957 -5.593
104 H -9.993 3.830 -5.503
105 C 1.916 -1.952 -6.640
106 C 3.020 -1.952 -7.660
107 O 2.711 -3.083 -8.454
108 C 1.353 -3.234 -8.398
109 O 0.720 -3.903 -9.140
110 O 0.823 -2.504 -7.376
111 F 4.231 -2.140 -7.079
112 H 2.139 -2.596 -5.786
113 H 1.679 -0.955 -6.277
114 H 3.053 -1.061 -8.290
115 C -2.463 1.464 7.396
116 C -1.402 1.462 6.329
117 O -1.698 0.287 5.596
118 C -3.045 0.089 5.721
119 O -3.682 -0.638 5.031
120 O -3.559 0.836 6.726
121 F -0.159 1.345 6.860
122 H -2.179 0.868 8.265
123 H -2.727 2.466 7.726
124 H -1.432 2.326 5.661
125 C 0.621 -4.435 8.517
126 C -0.016 -5.359 7.514
127 O 0.784 -5.169 6.362
128 C 2.029 -4.826 6.811
129 O 3.009 -4.846 6.146
130 O 1.993 -4.463 8.121
131 F -1.287 -4.980 7.228
132 H 0.242 -3.414 8.439
133 H 0.500 -4.779 9.542
134 H -0.004 -6.412 7.800
135 C -6.980 -1.705 -0.110
136 C -6.215 -1.243 1.102
137 O -6.195 -2.399 1.920
138 C -6.243 -3.467 1.066
139 O -5.979 -4.579 1.372
140 O -6.624 -3.086 -0.181
141 F -6.872 -0.254 1.758
142 H -8.059 -1.612 0.020
143 H -6.687 -1.178 -1.017
144 H -5.191 -0.924 0.895

The total charge is +1. The calculation puts the molar mass at 1386.72 g mol⁻¹. The value obtained for the energy above the lowest of the compared OMol25 structures with the same formula, charge and spin is 0.0 kcal per mole. The spin multiplicity is 1. The value obtained for the HOMO energy is -12.29 eV. For the HOMO-LUMO gap, the calculation gives 9.2773 eV. The calculation puts the LUMO energy at -3.01 eV.



Record 5
Formula: C5H3BrN2O2
Source: the OMol25 dataset
Level of theory: the ωB97M-V functional and the def2-TZVPD basis

Cartesian coordinates (Å):
1 C -2.254 -0.649 -0.027
2 C -1.662 0.540 -0.031
3 C -4.195 0.488 -0.011
4 C -1.270 -1.739 -0.016
5 C -0.174 0.389 -0.009
6 N -3.680 1.618 -0.019
7 N -0.077 -1.056 0.020
8 O -1.392 -2.934 -0.036
9 O -2.320 1.733 -0.036
10 Br -5.868 -0.158 0.011
11 H 0.302 0.807 -0.902
12 H 0.271 0.853 0.878
13 H 0.807 -1.541 0.037

The calculation puts the molar mass at 203.00 g mol⁻¹. The value obtained for the energy above the lowest of the compared OMol25 structures with the same formula, charge and spin is 28.6 kcal per mole. The spin multiplicity is 1. The value obtained for the HOMO energy is -9.85 eV. For the HOMO-LUMO gap, the calculation gives 9.2767 eV. The calculation puts the LUMO energy at -0.57 eV.



Record 6
Formula: AlBH10O3
Source: the OMol25 dataset
Level of theory: the ωB97M-V functional and the def2-TZVPD basis

Cartesian coordinates (Å):
1 Al -0.314 0.980 0.966
2 B -0.989 -1.949 0.212
3 H -1.322 -2.927 -0.098
4 H -1.531 -1.807 1.134
5 H 0.077 -1.893 0.367
6 H -1.322 -1.155 -0.439
7 O -1.117 1.064 -1.769
8 H -1.974 0.688 -1.968
9 H -0.574 0.837 -2.524
10 O 1.634 -0.992 2.087
11 H 2.419 -1.395 1.716
12 H 1.374 -1.582 2.795
13 O 1.015 3.066 -0.698
14 H 0.682 3.949 -0.861
15 H 1.944 3.115 -0.922

The total charge is +1. The calculation puts the molar mass at 95.87 g mol⁻¹. The spin multiplicity is 2. The value obtained for the HOMO energy (spin up / spin down) is -14.46 / -14.41 eV. For the HOMO-LUMO gap (spin up / spin down), the calculation gives 10.4380 / 6.0287 eV. The calculation puts the LUMO energy (spin up / spin down) at -4.03 / -8.39 eV.



Record 7
Formula: C32H64O26
Source: the OMol25 dataset
Level of theory: the ωB97M-V functional and the def2-TZVPD basis

Cartesian coordinates (Å):
1 C 2.246 -4.177 2.816
2 O 0.949 -4.026 3.367
3 C 0.623 -2.947 4.076
4 O 1.295 -1.912 4.060
5 O -0.534 -3.124 4.687
6 C -1.084 -2.047 5.464
7 H 2.875 -3.437 3.219
8 H 2.190 -3.846 1.720
9 H 2.539 -5.218 3.022
10 H -2.195 -2.038 5.427
11 H -0.669 -1.083 5.155
12 H -0.762 -2.149 6.498
13 C 4.595 -1.016 2.827
14 O 4.743 0.100 1.912
15 C 4.857 -0.231 0.606
16 O 4.942 -1.376 0.149
17 O 4.934 0.859 -0.214
18 C 4.980 2.164 0.345
19 H 4.870 -0.701 3.843
20 H 5.289 -1.810 2.528
21 H 3.547 -1.381 2.804
22 H 5.867 2.475 0.922
23 H 4.042 2.403 0.845
24 H 5.007 2.817 -0.496
25 C -3.175 -4.114 1.959
26 O -2.133 -5.000 1.674
27 C -2.043 -6.004 2.514
28 O -2.673 -6.129 3.569
29 O -1.053 -6.876 2.171
30 C -1.030 -7.975 3.062
31 H -3.004 -3.291 2.706
32 H -4.072 -4.630 2.354
33 H -3.504 -3.670 0.920
34 H -1.877 -8.588 2.827
35 H -1.037 -7.721 4.095
36 H -0.039 -8.434 2.823
37 C 2.803 4.792 3.039
38 O 1.994 3.910 2.273
39 C 0.657 4.166 2.387
40 O 0.131 4.910 3.195
41 O 0.050 3.399 1.447
42 C -1.389 3.414 1.426
43 H 3.835 4.545 2.764
44 H 2.638 4.759 4.075
45 H 2.601 5.806 2.771
46 H -1.691 2.725 0.625
47 H -1.586 4.446 1.150
48 H -1.838 3.199 2.383
49 C -1.745 5.848 -5.510
50 O -1.274 4.915 -4.484
51 C -0.123 4.310 -4.803
52 O 0.576 4.497 -5.771
53 O 0.292 3.502 -3.760
54 C -0.018 3.874 -2.352
55 H -1.277 5.697 -6.496
56 H -1.457 6.903 -5.309
57 H -2.823 5.729 -5.470
58 H 0.429 3.108 -1.816
59 H -1.172 3.938 -2.244
60 H 0.447 4.845 -2.149
61 C 1.496 1.399 4.143
62 O 0.694 2.356 4.886
63 C -0.619 2.169 4.767
64 O -1.217 1.441 4.061
65 O -1.078 3.204 5.510
66 C -2.532 3.286 5.530
67 H 2.528 1.775 4.252
68 H 1.231 1.466 3.122
69 H 1.509 0.402 4.612
70 H -2.938 2.293 5.687
71 H -2.915 3.647 4.535
72 H -2.695 3.929 6.406
73 C -4.486 -2.366 -6.511
74 O -3.137 -2.559 -6.221
75 C -2.912 -2.297 -4.944
76 O -3.746 -2.015 -4.111
77 O -1.613 -2.403 -4.775
78 C -1.006 -2.213 -3.446
79 H -5.019 -3.248 -6.121
80 H -4.669 -2.357 -7.609
81 H -4.980 -1.472 -6.102
82 H -1.609 -2.621 -2.624
83 H -0.882 -1.167 -3.279
84 H -0.030 -2.744 -3.548
85 C -2.742 0.206 1.973
86 O -3.007 -1.036 1.313
87 C -3.360 -1.021 0.037
88 O -3.529 -1.994 -0.582
89 O -3.465 0.225 -0.461
90 C -3.597 0.193 -1.901
91 H -1.653 0.447 1.861
92 H -2.937 0.124 3.058
93 H -3.229 1.060 1.535
94 H -2.981 -0.644 -2.346
95 H -3.429 1.195 -2.382
96 H -4.662 0.033 -2.143
97 C 3.398 0.523 -5.447
98 C 2.343 0.685 -6.535
99 C 1.040 0.427 -5.829
100 O 1.348 0.424 -4.396
101 C 2.657 1.055 -4.207
102 H 4.310 1.095 -5.582
103 H 3.651 -0.513 -5.371
104 H 2.488 -0.003 -7.376
105 H 2.287 1.746 -6.949
106 H 0.701 -0.584 -6.005
107 H 0.337 1.147 -6.151
108 H 3.099 0.673 -3.256
109 H 2.592 2.136 -4.183
110 C 1.410 -1.358 0.542
111 C 1.549 -0.386 -0.656
112 C 0.198 0.239 -0.601
113 O -0.740 -0.829 -0.389
114 C -0.056 -1.802 0.437
115 H 1.547 -0.834 1.540
116 H 2.127 -2.167 0.488
117 H 1.748 -1.010 -1.560
118 H 2.345 0.372 -0.453
119 H -0.143 0.757 -1.506
120 H 0.088 0.959 0.217
121 H -0.182 -2.750 -0.017
122 H -0.487 -1.799 1.435

Its SMILES is COC(=O)OC.COC(=O)OC.COC(=O)OC.COC(=O)OC.COC(=O)OC.COC(=O)OC.COC(=O)OC.COC(=O)OC.C1CCOC1.C1CCOC1. The calculation puts the molar mass at 864.84 g mol⁻¹. The value obtained for the energy above the lowest of the compared OMol25 structures with the same formula, charge and spin is 0.0 kcal per mole. The spin multiplicity is 1. The value obtained for the HOMO energy is -9.33 eV. For the HOMO-LUMO gap, the calculation gives 9.7471 eV. The calculation puts the LUMO energy at 0.42 eV.



Record 8
Formula: C5H8N2
Source: the OMol25 dataset
Level of theory: the ωB97M-V functional and the def2-TZVPD basis

Cartesian coordinates (Å):
1 C -2.055 0.423 -0.091
2 C -1.013 -0.684 -0.008
3 N 0.354 -0.174 0.034
4 C 1.492 -0.916 -0.173
5 C 2.540 -0.056 -0.008
6 N 2.082 1.202 0.294
7 C 0.776 1.090 0.312
8 H -3.043 -0.018 -0.252
9 H -2.097 1.014 0.828
10 H -1.840 1.105 -0.918
11 H -1.101 -1.337 -0.881
12 H -1.201 -1.310 0.872
13 H 1.428 -1.963 -0.423
14 H 3.597 -0.267 -0.107
15 H 0.081 1.890 0.521

Its SMILES is CCn1ccnc1. The calculation puts the molar mass at 96.13 g mol⁻¹. The value obtained for the energy above the lowest of the compared OMol25 structures with the same formula, charge and spin is 4.0 kcal per mole. The spin multiplicity is 1. The value obtained for the HOMO energy is -8.72 eV. For the HOMO-LUMO gap, the calculation gives 9.5936 eV. The calculation puts the LUMO energy at 0.87 eV.



Record 9
Formula: C17H34N2O2
Source: the OMol25 dataset
Level of theory: the ωB97M-V functional and the def2-TZVPD basis

Cartesian coordinates (Å):
1 N 1.225 2.873 -6.065
2 H 0.753 3.760 -5.915
3 H 0.555 2.143 -5.842
4 C 2.345 2.756 -5.152
5 C 1.943 2.781 -3.666
6 N 0.928 1.770 -3.399
7 H 0.438 1.997 -2.538
8 C 1.414 0.411 -3.272
9 C 2.102 0.126 -1.921
10 C 2.308 -1.374 -1.683
11 H 3.176 -1.559 -1.035
12 O 1.114 -1.758 -1.047
13 C 0.667 -0.656 -0.278
14 C 1.165 -0.760 1.179
15 H 0.732 0.069 1.733
16 H 2.247 -0.610 1.171
17 C 0.837 -2.094 1.849
18 H -0.171 -2.403 1.577
19 H 1.513 -2.858 1.461
20 C 0.958 -2.044 3.375
21 H 1.944 -1.652 3.637
22 H 0.894 -3.063 3.762
23 C -0.111 -1.188 4.061
24 H -0.109 -0.195 3.613
25 C -1.516 -1.790 3.980
26 H -1.649 -2.284 3.018
27 C -2.635 -0.761 4.171
28 C -2.757 0.259 3.034
29 H -1.793 0.745 2.888
30 H -3.462 1.037 3.337
31 C -3.230 -0.351 1.714
32 H -2.743 -1.313 1.558
33 H -4.304 -0.545 1.779
34 C -2.964 0.544 0.500
35 C -1.483 0.694 0.141
36 H -0.931 1.029 1.018
37 C -0.865 -0.595 -0.401
38 H -1.267 -1.465 0.114
39 H -1.112 -0.705 -1.459
40 H -1.379 1.478 -0.611
41 H -3.494 0.133 -0.363
42 H -3.376 1.536 0.698
43 H -2.460 -0.223 5.106
44 H -3.585 -1.292 4.268
45 H -1.616 -2.561 4.747
46 H 0.161 -1.062 5.111
47 O 1.256 0.509 -0.852
48 H 2.407 -1.951 -2.602
49 H 3.033 0.697 -1.835
50 H 0.549 -0.255 -3.361
51 H 2.108 0.191 -4.085
52 H 2.844 2.674 -3.042
53 H 1.495 3.754 -3.444
54 H 3.040 3.577 -5.346
55 H 2.859 1.819 -5.385

Its SMILES is NCCNC[C@@H]1COC2(CCCCCCCCCCC2)O1. The calculation puts the molar mass at 298.47 g mol⁻¹. The value obtained for the energy above the lowest of the compared OMol25 structures with the same formula, charge and spin is 46.3 kcal per mole. The spin multiplicity is 1. The value obtained for the HOMO energy is -8.76 eV. For the HOMO-LUMO gap, the calculation gives 9.6595 eV. The calculation puts the LUMO energy at 0.90 eV.



Across the entries above, E_tot takes the values -1020.8782 -410.9503 -777.4097 -5858.7333 -3026.1644 -498.5444 -3213.8546 -304.8291 -928.1454 a.u., respectively.